Entry 1:
{
  "formula": "C33H22CuIN4O5",
  "method": "ωB97M-V/def2-TZVPD",
  "species": ["Cu", "O", "C", "C", "C", "C", "C", "C", "C", "O", "N", "N", "C", "C", "C", "C", "C", "C", "C", "O", "H", "H", "H", "H", "H", "H", "H", "H", "H", "H", "C", "C", "N", "C", "C", "C", "C", "C", "C", "C", "C", "C", "N", "C", "H", "H", "H", "H", "H", "H", "H", "H", "I", "C", "C", "C", "C", "C", "C", "C", "O", "O", "H", "H", "H", "H"],
  "xyz": [[-0.397, 0.071, -1.212], [-1.611, 0.124, 3.981], [-1.643, -1.191, 3.681], [-1.976, -2.087, 4.697], [-2.042, -3.443, 4.439], [-1.773, -3.937, 3.164], [-1.432, -3.049, 2.159], [-1.357, -1.678, 2.397], [-1.006, -0.781, 1.267], [-0.679, -1.304, 0.154], [-1.068, 0.517, 1.514], [-0.785, 1.228, 0.357], [-0.804, 2.500, 0.425], [-0.611, 3.375, -0.715], [-0.712, 4.755, -0.485], [-0.591, 5.681, -1.496], [-0.369, 5.210, -2.798], [-0.269, 3.864, -3.059], [-0.378, 2.887, -2.034], [-0.257, 1.639, -2.349], [-1.459, 0.603, 3.124], [-2.196, -1.687, 5.679], [-2.314, -4.123, 5.238], [-1.834, -4.997, 2.959], [-1.218, -3.391, 1.155], [-1.004, 2.957, 1.396], [-0.893, 5.089, 0.533], [-0.676, 6.740, -1.293], [-0.277, 5.917, -3.616], [-0.102, 3.496, -4.064], [3.458, 0.416, 2.725], [2.220, 0.384, 2.062], [2.096, 0.195, 0.767], [3.212, 0.022, 0.036], [4.498, 0.067, 0.597], [4.596, 0.262, 1.983], [5.663, -0.062, -0.237], [5.535, -0.221, -1.565], [4.236, -0.296, -2.180], [4.088, -0.486, -3.562], [2.835, -0.590, -4.095], [1.730, -0.508, -3.237], [1.839, -0.316, -1.935], [3.074, -0.203, -1.400], [3.495, 0.565, 3.796], [1.296, 0.528, 2.614], [5.576, 0.292, 2.447], [6.642, -0.018, 0.226], [6.410, -0.305, -2.200], [4.972, -0.550, -4.186], [2.680, -0.740, -5.155], [0.721, -0.621, -3.617], [-5.494, -1.347, 2.723], [-4.495, -1.493, 0.891], [-4.195, -2.748, 0.377], [-3.491, -2.835, -0.815], [-3.053, -1.689, -1.468], [-3.401, -0.447, -0.955], [-4.126, -0.337, 0.225], [-2.149, -1.826, -2.678], [-2.448, -2.657, -3.531], [-1.116, -1.069, -2.686], [-4.489, -3.643, 0.910], [-3.236, -3.799, -1.238], [-3.083, 0.454, -1.468], [-4.364, 0.637, 0.631]],
  "s_squared": 0.75,
  "multiplicity": 2,
  "lumo_ev": [2.27, 2.27],
  "max_force_ev_per_a": 0.50,
  "total_charge": -1,
  "e_tot_ha": -3804.33070,
  "orbital_gap_ev": [7.12, 7.08]
}

=====

Entry 2:
{
  "formula": "C2H2O2Zn",
  "method": "ωB97M-V/def2-TZVPD",
  "species": ["C", "C", "O", "Zn", "H", "O", "H"],
  "xyz": [[-1.361, 1.510, -0.457], [-0.743, 2.182, -1.317], [1.469, 1.070, -1.071], [0.944, -0.045, 0.177], [-0.778, 3.040, -1.975], [-0.904, 0.493, 0.355], [-1.624, -0.023, 0.741]],
  "e_above_lowest_kcal_mol": 102.8,
  "lumo_ev": [-1.91, -1.91],
  "max_force_ev_per_a": 2.14,
  "e_tot_ha": -2006.94270,
  "orbital_gap_ev": [6.19, 6.19]
}

=====

Entry 3:
{
  "formula": "C8H15N2O2S",
  "method": "ωB97M-V/def2-TZVPD",
  "species": ["C", "C", "C", "S", "C", "N", "N", "C", "O", "H", "H", "H", "H", "H", "H", "H", "C", "C", "C", "O", "H", "H", "H", "H", "H", "H", "H", "H"],
  "xyz": [[-1.170, 0.710, 0.092], [-0.264, 0.147, 1.152], [-0.914, -0.692, 2.262], [-2.146, 0.204, 3.269], [-1.164, 1.555, 3.714], [-1.408, 2.819, 3.583], [-0.324, 3.492, 4.150], [0.480, 2.571, 4.551], [0.029, 1.330, 4.340], [-1.887, -0.042, -0.246], [-1.673, 1.615, 0.425], [0.468, -0.522, 0.688], [0.309, 0.957, 1.610], [-0.180, -1.074, 2.974], [-1.435, -1.523, 1.802], [1.426, 2.771, 5.012], [1.984, -1.064, -2.689], [0.605, -1.625, -3.016], [0.188, -1.270, -4.439], [-0.349, -1.176, -2.080], [1.967, 0.027, -2.745], [2.269, -1.335, -1.672], [2.745, -1.437, -3.381], [0.628, -2.715, -2.913], [0.121, -0.185, -4.548], [-0.797, -1.685, -4.659], [0.901, -1.649, -5.176], [-0.408, -0.202, -2.056]],
  "e_above_lowest_kcal_mol": 66.1,
  "lumo_ev": 3.19,
  "max_force_ev_per_a": 0.98,
  "total_charge": -1,
  "e_tot_ha": -971.92237,
  "orbital_gap_ev": 4.54
}

=====

Entry 4:
{
  "formula": "CH6N2S",
  "method": "ωB97M-V/def2-TZVPD",
  "species": ["C", "N", "N", "S", "H", "H", "H", "H", "H", "H"],
  "xyz": [[0.717, -0.771, 0.112], [-0.340, 0.302, -0.474], [0.083, 1.506, -0.061], [-1.939, -0.396, 0.243], [1.531, -0.398, -0.483], [0.624, -0.702, 1.209], [0.328, -1.585, -0.342], [-0.455, 2.340, -0.392], [0.144, 1.551, 0.918], [-2.874, 0.267, -0.634]],
  "e_above_lowest_kcal_mol": 60.2,
  "smiles": "CN(N)S",
  "lumo_ev": 0.95,
  "max_force_ev_per_a": 5.35,
  "e_tot_ha": -549.29122,
  "orbital_gap_ev": 9.63
}

=====

Entry 5:
{
  "formula": "C48H38N12S2Si2Ta",
  "method": "ωB97M-V/def2-TZVPD",
  "species": ["Ta", "C", "C", "C", "C", "C", "N", "C", "C", "C", "C", "C", "C", "C", "C", "N", "C", "N", "C", "N", "C", "N", "C", "N", "C", "N", "C", "C", "C", "C", "C", "C", "C", "C", "C", "C", "C", "C", "C", "C", "N", "H", "H", "H", "H", "H", "H", "H", "H", "H", "H", "H", "H", "H", "H", "H", "H", "N", "C", "N", "C", "C", "S", "C", "C", "S", "C", "N", "N", "H", "H", "H", "H", "H", "H", "C", "Si", "C", "C", "C", "C", "C", "C", "C", "Si", "C", "C", "H", "H", "H", "H", "H", "H", "H", "H", "H", "H", "H", "H", "H", "H", "H", "H"],
  "xyz": [[0.025, -0.022, -0.223], [-3.775, -5.027, 2.385], [-4.777, -4.043, 2.421], [-4.526, -2.738, 2.041], [-3.238, -2.444, 1.605], [-2.624, -1.210, 1.161], [-3.259, -0.071, 1.221], [-2.671, 1.100, 1.108], [-3.346, 2.335, 1.416], [-4.677, 2.630, 1.711], [-4.983, 3.945, 1.985], [-3.991, 4.945, 1.989], [-2.673, 4.651, 1.720], [-2.366, 3.323, 1.420], [-1.123, 2.660, 1.116], [0.042, 3.255, 1.239], [1.187, 2.627, 1.186], [1.446, 1.310, 0.791], [2.750, 1.069, 1.111], [3.393, -0.078, 1.000], [2.764, -1.188, 0.757], [1.388, -1.382, 0.668], [1.202, -2.759, 0.738], [0.094, -3.399, 0.968], [-1.056, -2.764, 1.081], [-1.304, -1.459, 0.770], [-2.246, -3.417, 1.572], [-2.492, -4.729, 1.969], [2.483, -3.445, 0.698], [2.804, -4.793, 0.698], [4.151, -5.114, 0.690], [5.137, -4.121, 0.705], [4.808, -2.776, 0.728], [3.458, -2.463, 0.712], [3.392, 2.261, 1.612], [4.699, 2.513, 2.022], [4.985, 3.795, 2.446], [3.995, 4.792, 2.478], [2.695, 4.535, 2.087], [2.412, 3.246, 1.642], [-1.344, 1.332, 0.834], [-4.020, -6.033, 2.696], [-5.766, -4.319, 2.761], [-5.292, -1.975, 2.084], [-5.431, 1.854, 1.721], [-6.004, 4.224, 2.212], [-4.280, 5.962, 2.220], [-1.903, 5.411, 1.737], [-1.711, -5.475, 1.946], [2.036, -5.554, 0.698], [4.454, -6.152, 0.674], [6.178, -4.417, 0.701], [5.566, -2.005, 0.752], [5.450, 1.736, 2.002], [5.988, 4.045, 2.767], [4.263, 5.781, 2.825], [1.926, 5.294, 2.127], [-3.155, -1.995, -1.503], [-3.121, -0.667, -1.650], [-2.048, 0.109, -1.541], [-2.422, 1.411, -1.857], [-3.718, 1.622, -2.152], [-4.578, 0.141, -2.091], [-1.398, 2.418, -1.856], [-1.586, 3.717, -2.154], [-0.089, 4.549, -2.102], [0.695, 3.078, -1.665], [-0.103, 2.020, -1.543], [2.026, 3.086, -1.540], [-2.327, -2.465, -1.172], [-4.035, -2.458, -1.351], [-4.201, 2.547, -2.414], [-2.503, 4.215, -2.416], [2.509, 3.959, -1.409], [2.487, 2.255, -1.205], [-0.832, -1.674, -3.787], [0.029, -2.110, -2.147], [-0.728, -3.859, -1.746], [1.770, -2.744, -2.527], [2.119, -4.060, -2.843], [3.432, -4.399, -3.119], [4.416, -3.422, -3.098], [4.081, -2.111, -2.804], [2.761, -1.759, -2.510], [2.124, -0.019, -2.133], [3.862, 0.755, -1.726], [1.690, 0.835, -3.778], [-0.264, -2.138, -4.598], [-0.911, -0.610, -3.998], [-1.839, -2.095, -3.806], [-0.827, -4.279, -2.754], [-1.673, -4.079, -1.247], [0.014, -4.454, -1.217], [1.370, -4.841, -2.871], [3.692, -5.423, -3.355], [5.444, -3.685, -3.317], [4.867, -1.368, -2.802], [4.295, 0.828, -2.730], [4.459, 0.035, -1.167], [4.065, 1.718, -1.256], [2.122, 0.246, -4.590], [2.142, 1.828, -3.812], [0.625, 0.947, -3.974]],
  "e_above_lowest_kcal_mol": 0.0,
  "lumo_ev": -4.27,
  "max_force_ev_per_a": 1.64,
  "total_charge": 1,
  "e_tot_ha": -3941.47410,
  "orbital_gap_ev": 4.60
}

=====

Entry 6:
{
  "formula": "C4H6OS",
  "method": "ωB97M-V/def2-TZVPD",
  "species": ["C", "C", "C", "C", "H", "H", "H", "H", "H", "H", "O", "S"],
  "xyz": [[-0.589, 0.248, 0.494], [0.101, -1.088, 0.205], [1.489, 0.657, -0.384], [0.449, 1.380, -0.018], [-1.960, -0.859, -1.717], [-0.840, 0.389, 1.575], [-0.564, -1.875, -0.385], [-0.111, -1.546, 1.527], [2.514, 0.849, -0.978], [0.501, 2.477, 0.337], [1.345, -0.803, -0.361], [-2.334, 0.171, -0.296]],
  "e_above_lowest_kcal_mol": 119.5,
  "lumo_ev": -0.02,
  "max_force_ev_per_a": 4.66,
  "e_tot_ha": -629.25675,
  "orbital_gap_ev": 8.85
}

=====

Entry 7:
{
  "formula": "C4H8NO",
  "method": "ωB97M-V/def2-TZVPD",
  "species": ["C", "C", "C", "C", "N", "O", "H", "H", "H", "H", "H", "H", "H", "H"],
  "xyz": [[0.097, 0.197, -0.895], [-1.448, -0.413, -0.386], [2.218, -0.079, 0.941], [1.260, -0.052, -0.099], [-2.017, 0.407, 0.512], [2.094, -1.011, -0.254], [-0.025, 1.272, -0.930], [0.261, -0.232, -1.985], [-1.079, -1.367, 0.034], [-1.813, -0.615, -1.382], [2.953, 0.728, 1.054], [1.960, -0.760, 1.777], [-1.807, 0.677, 1.449], [-2.654, 1.248, 0.167]],
  "e_above_lowest_kcal_mol": 86.8,
  "lumo_ev": [-5.42, -5.42],
  "max_force_ev_per_a": 6.27,
  "total_charge": 1,
  "e_tot_ha": -286.80420,
  "orbital_gap_ev": [8.27, 8.27]
}